6 unconnected molecules or ions with the total composition C24H48O12 at a distorted geometry, computed with the ωB97M-V functional and the def2-TZVPD basis.

The geometry in XYZ format:
```
84
Properties=species:S:1:pos:R:3:forces:R:3
C 6.158357 -2.602792 -1.155166 -0.5185 0.2159 0.2006
C 5.697627 -1.634582 -0.025456 0.1602 -0.5841 -1.7732
O 4.579317 -2.268272 0.601344 0.0742 -0.8390 -0.1177
C 4.190947 -1.849682 1.796454 0.3566 0.2201 0.7794
C 2.917357 -2.513252 2.258154 1.2528 0.2474 -0.3353
O 4.786947 -1.024712 2.444454 0.0034 0.1274 -0.1290
H 7.059677 -2.319912 -1.698956 0.1339 0.3791 0.4377
H 5.389997 -2.648462 -1.926946 -0.1799 -0.1562 0.1225
H 6.312907 -3.609722 -0.767466 -0.0193 0.0449 0.1003
H 6.534697 -1.396502 0.630864 -0.4929 0.1206 0.2883
H 5.218867 -0.775912 -0.496186 0.7664 0.5270 0.1368
H 2.947377 -3.551912 1.928934 -0.4260 0.0953 0.0671
H 2.157437 -1.927002 1.741504 -0.5254 -0.3583 0.3826
H 2.950827 -2.412202 3.342944 -0.6221 -0.0375 -0.1563
C -2.838343 -1.756932 -4.991266 1.3874 -1.2900 -0.2794
C -1.544683 -1.975712 -4.206516 0.7591 0.2625 -0.2390
O -1.271733 -3.390942 -3.912856 0.7363 -0.2232 -1.6264
C -0.555273 -4.123032 -4.878156 -0.6068 0.2527 -0.6368
C -0.604303 -5.615152 -4.704246 0.4897 -0.2940 1.4183
O -0.006343 -3.693292 -5.865386 -0.4916 1.0092 0.9671
H -2.606103 -2.337742 -5.883906 -0.4928 -0.4437 -0.2280
H -2.852563 -0.763182 -5.438886 -0.6556 0.2952 0.8054
H -3.707293 -2.202732 -4.507226 -0.1867 0.6898 -0.0941
H -0.775243 -1.554512 -4.853536 0.4135 -0.4381 -0.0543
H -1.398723 -1.423402 -3.278206 -0.6222 -0.5019 0.2016
H -0.399873 -5.875462 -3.665716 -0.5811 0.0093 0.2569
H 0.222257 -6.111202 -5.212996 -0.2614 0.4099 -0.5520
H -1.565303 -6.024392 -5.015876 0.0533 0.0930 0.0731
C 0.076237 3.442668 3.445604 -1.2423 0.3822 1.1125
C -0.476473 3.467328 4.909624 -0.3136 -0.2109 -0.9599
O 0.631807 3.653098 5.738154 0.7927 0.5799 -2.7958
C 0.522297 3.553658 7.004134 4.6380 0.5258 2.1461
C 1.891207 3.953368 7.589634 0.0264 -0.4054 0.0906
O -0.371443 3.140068 7.618014 -3.8891 -1.1676 1.8347
H -0.825153 3.322178 2.844704 0.2462 0.1645 -0.5141
H 0.818437 2.698998 3.155444 -0.2131 -0.3313 0.6318
H 0.552787 4.409688 3.284764 -0.2417 0.0769 -0.2241
H -1.166953 4.291858 5.087044 0.1258 0.5227 -0.5169
H -1.103533 2.650508 5.266974 0.4755 -0.7119 -0.4006
H 2.063947 4.989868 7.299914 0.3681 -0.0997 0.1416
H 2.646397 3.287998 7.171224 0.0121 0.2832 -0.6573
H 2.068347 3.773488 8.649994 -0.8831 0.4030 0.1259
C 2.394107 1.337458 0.759124 -0.7270 -0.5303 0.6887
C 0.959337 0.823288 0.589954 0.9878 0.3345 0.8015
O 0.648797 0.959918 -0.775576 -1.3936 -0.2497 -1.2122
C -0.617833 0.696238 -1.159796 -3.4493 -0.3566 2.2243
C -0.928903 1.022918 -2.604986 1.4166 -0.1346 0.2869
O -1.528533 0.274228 -0.392116 3.3447 1.1355 -1.9965
H 2.762927 0.766288 1.611084 0.5563 0.2715 0.0638
H 2.392827 2.394268 1.026084 0.2238 -0.0167 -0.2743
H 3.008437 1.124458 -0.115706 -0.0588 0.0887 0.0802
H 0.899427 -0.204882 0.946854 -0.2413 -0.1836 -0.4608
H 0.286877 1.403188 1.222114 -0.2487 0.0074 -0.2203
H -0.179303 0.445258 -3.145836 -0.3762 -0.3979 -0.5142
H -0.625493 2.029078 -2.894286 -0.3290 0.2676 0.4236
H -1.965213 0.802798 -2.861326 0.3390 -0.0508 0.0848
C -4.231073 2.659488 -4.751596 -0.5946 -0.5459 -2.1113
C -3.565953 2.487978 -6.210856 1.0681 0.6648 1.5853
O -3.704543 1.190638 -6.787816 -0.3291 -0.6220 -1.4958
C -3.346323 0.988948 -8.136036 0.1462 1.7079 -0.5297
C -3.587103 -0.449842 -8.554676 -0.5937 0.9751 0.8418
O -2.952133 1.859238 -8.908276 -0.7453 -1.3891 2.1824
H -5.295913 2.861958 -4.866546 -0.1261 -0.0799 -0.1378
H -3.858803 3.528078 -4.208396 0.5111 -0.2218 -0.2012
H -4.185823 1.744428 -4.161076 0.4356 0.0731 -0.0185
H -3.842993 3.276178 -6.910916 -0.3689 -0.1478 0.0602
H -2.489923 2.586578 -6.067606 0.1502 0.3502 0.0610
H -3.861543 -0.451382 -9.609566 0.4593 -0.1763 0.0961
H -4.453423 -0.753692 -7.967086 0.1265 -0.4681 -0.0387
H -2.715713 -1.046412 -8.284716 -0.1117 -0.1256 -0.2968
C 0.030797 -0.086892 3.961744 0.0945 0.5438 0.0449
C -0.103103 -1.362482 4.821204 0.8562 1.3743 -0.7861
O -1.146093 -1.210692 5.819114 -0.4197 0.0056 0.2873
C -0.937333 -0.490492 6.989854 4.2689 -0.7842 -0.7804
C -2.035933 -0.371482 7.935554 -0.5258 -0.9807 0.3017
O 0.171147 -0.069912 7.288264 -1.0399 -0.2456 -0.9912
H 0.081047 0.781218 4.618984 0.0452 -0.0264 -0.0017
H -0.701433 0.127438 3.183274 -0.8394 -0.4553 0.4557
H 0.920757 -0.044052 3.333864 0.6050 -0.4741 0.4735
H -0.236633 -2.195192 4.130654 -1.1358 -0.2649 0.5445
H 0.888747 -1.573772 5.220824 -0.2022 0.2576 0.8112
H -2.263133 0.694218 7.907584 -1.0817 -0.2466 0.0766
H -1.690593 -0.609932 8.941534 0.5143 0.3369 -0.1187
H -2.721153 -1.196812 7.742184 -1.0179 0.9348 -0.3204
```
Forces are in eV/Å.

Its SMILES is CCOC(C)=O.CCOC(C)=O.CCOC(C)=O.CCOC(C)=O.CCOC(C)=O.CCOC(C)=O. Its total energy is -1846.1079 Eh. For the energy above the lowest of the compared OMol25 structures with the same formula, charge and spin, the calculation gives 12.9 kcal per mole. The HOMO energy comes out at -10.01 eV.

These are the Löwdin partial charges, in e, on atoms 1 to 5:
1 C -0.062
2 C -0.191
3 O -0.019
4 C -0.576
5 C 0.035

8 unconnected molecules or ions with the total composition C24H48O24 at a distorted geometry, computed with the ωB97M-V functional and the def2-TZVPD basis.

The geometry in XYZ format:
```
96
Properties=species:S:1:pos:R:3:forces:R:3
C -54.403520 -1.227577 18.777640 -2.5115 2.5970 -2.2130
O -54.171245 -1.661261 17.437172 0.5125 -1.4290 -3.4220
C -54.942409 -1.177884 16.462295 -2.3498 4.7804 -0.3123
O -55.602737 -0.064764 16.578118 2.2191 -4.6061 -0.0535
O -54.944712 -1.853267 15.285327 1.5944 -2.0070 3.1345
C -55.810925 -1.508746 14.269451 0.3784 0.2479 -2.5373
H -53.674326 -1.825846 19.374432 -1.6065 0.5426 0.1421
H -55.556544 -1.023219 18.572743 1.3251 -1.6191 2.7596
H -54.254780 -0.139436 18.763650 1.2697 -0.2047 0.6372
H -56.847898 -1.566224 14.402969 -1.6104 -1.1293 1.0950
H -55.579760 -1.999293 13.264338 0.2396 0.4094 1.7498
H -55.716441 -0.485325 14.187743 0.4467 2.4619 -0.9988
C -52.467162 1.161476 11.436884 4.2988 1.2142 -0.8320
O -53.693869 0.688885 11.750565 -2.8860 0.3547 1.8069
C -54.490896 0.290284 10.785431 0.4534 -0.5417 -2.3128
O -54.132483 0.231321 9.623179 -0.6138 -0.0380 0.8906
O -55.696854 -0.044600 11.256692 1.9988 0.2807 1.6568
C -56.531551 -0.779162 10.457915 -2.1293 -2.5538 -0.9764
H -51.883724 0.309178 11.104901 0.6850 -0.4147 0.6555
H -51.966929 1.708985 12.332335 -1.1889 -1.1535 -1.5273
H -52.291110 1.748784 10.492852 -1.3210 0.2312 0.9795
H -56.116864 -1.201992 9.561520 0.8160 0.3714 -0.4287
H -57.338482 -0.151533 10.211572 -1.0997 0.7891 -0.6132
H -57.034319 -1.706451 10.894568 1.0979 1.3055 0.5806
C -58.962486 -1.798437 16.665382 2.7620 -0.7785 6.0803
O -58.143434 -2.947865 16.588267 -1.1368 0.0205 -4.2430
C -57.551524 -3.526781 17.553927 2.0860 0.1499 2.9672
O -57.713347 -3.151789 18.699691 0.4492 -1.0407 -0.1234
O -56.624302 -4.490996 17.127405 -0.4812 1.5873 -0.5455
C -55.635092 -4.870754 18.159529 -1.8599 8.5320 0.1197
H -58.448920 -0.880992 16.717823 1.9212 0.8414 1.1312
H -59.740071 -1.738327 17.394809 0.0430 -0.8558 1.4443
H -59.469862 -1.508537 15.927399 -3.7974 0.0929 -7.5134
H -54.676097 -4.206577 18.258317 -2.2705 -0.4905 -0.2881
H -55.309893 -5.727234 17.993258 2.3910 -7.8784 -1.9806
H -56.336746 -4.844546 18.917405 0.0050 -0.0829 2.9499
C -57.238401 2.892149 22.963536 -5.4779 -5.3510 -0.5479
O -57.267393 1.441187 23.279868 -0.4959 1.1146 0.7848
C -56.671820 0.605878 22.448208 0.3685 -0.8476 0.2964
O -56.204564 0.901205 21.389947 0.3055 0.1947 -0.8326
O -56.643232 -0.636770 23.001317 0.9724 -0.7107 -0.7713
C -56.072528 -1.699797 22.131353 -6.4826 3.6030 -3.1092
H -56.376193 3.159640 22.770741 8.9655 2.1064 -1.7487
H -57.500056 3.404722 23.786492 -1.7583 1.3784 2.8191
H -57.736028 3.102769 22.059644 -1.4595 0.0986 -0.7323
H -55.139107 -1.738830 21.808261 4.4340 1.7976 -1.2381
H -56.789834 -1.812157 21.191208 1.5833 0.7294 1.5982
H -56.140749 -2.627019 22.451702 -1.2032 -4.0897 3.3308
C -52.101229 -3.199976 22.254301 -1.5154 -4.0391 -1.5223
O -52.988756 -2.274905 22.651120 -3.7844 3.5460 4.6928
C -53.478727 -2.451552 23.973573 1.9186 -4.3271 3.3793
O -53.157532 -3.469016 24.713423 -1.1852 3.9857 -3.6879
O -54.259698 -1.507928 24.474444 -0.0153 0.4762 -1.0846
C -54.971366 -1.662745 25.765597 -0.5560 2.8992 -2.8588
H -52.414162 -3.347442 21.216435 1.1814 0.2001 -0.4172
H -52.477444 -4.164640 22.681809 1.3944 0.4289 0.0950
H -51.094853 -2.940656 22.435942 1.1463 0.0587 0.1359
H -55.394699 -0.657048 26.001185 0.0290 -0.8980 -0.8060
H -54.386387 -1.866587 26.542565 3.2822 -0.9791 2.7652
H -55.668992 -2.425145 25.748373 -1.6664 -1.3328 -0.6772
C -57.455100 -4.770491 9.571784 -0.3309 -3.2666 3.2313
O -56.247989 -4.259495 10.199287 1.0041 0.3630 0.9809
C -55.748006 -4.931681 11.290083 -0.6718 -0.1987 0.6837
O -56.260101 -5.900639 11.770801 -0.2958 -0.4049 -0.1397
O -54.655146 -4.357263 11.831509 0.1393 1.7475 -2.0687
C -54.127291 -4.668451 13.093000 -2.3992 -0.8229 3.6014
H -57.961838 -3.980224 9.072359 0.2043 0.6269 -0.7160
H -58.257311 -5.108861 10.500963 2.4014 0.5257 -2.8167
H -57.085193 -5.666860 8.929047 -1.3526 1.5781 0.9922
H -54.792958 -4.236377 14.014362 1.6496 -0.2738 -2.3908
H -53.064981 -4.480647 13.258839 -0.3077 0.7740 -0.8213
H -54.240541 -5.714997 13.338681 -0.0609 -0.6337 -0.4945
C -48.885797 -0.672542 20.614790 -0.8224 -8.2004 7.5371
O -49.723890 0.061246 21.519378 -1.2845 -0.4545 0.3602
C -51.001631 0.191791 21.130271 -3.3417 -0.6059 -3.2070
O -51.567835 -0.259100 20.096628 2.6267 0.3463 2.2421
O -51.739529 0.940744 21.931317 1.5542 0.0225 2.2258
C -53.111113 1.254725 21.654418 -0.1895 0.3260 -3.3859
H -47.925888 -1.080490 21.147326 -1.9128 1.2181 -0.4269
H -48.647485 -0.071858 19.984302 3.1120 6.8865 -7.9466
H -49.302188 -1.593429 20.159551 -0.4920 0.8032 0.4072
H -53.444187 2.031987 22.410319 0.2635 -1.6440 -0.6994
H -53.754025 0.323026 21.362250 1.1197 1.7430 1.4160
H -53.023055 1.793739 20.632428 -0.6372 -0.5579 1.5288
C -61.539770 -0.104977 13.037209 12.0045 -5.8144 5.5040
O -60.097865 -0.030546 12.550650 -1.5181 -2.7825 0.5654
C -59.376660 0.973133 12.854612 -0.6922 7.6799 0.4509
O -59.880874 2.070020 13.285946 1.4016 -3.6219 -0.3090
O -58.091258 0.989686 12.416742 -1.1365 -0.5872 0.4783
C -57.275109 2.102430 12.926841 1.1197 -1.0111 -0.8379
H -61.763665 -1.059063 13.021083 -0.7834 -4.8526 -0.5048
H -62.024413 0.357696 12.518323 -9.3290 9.1065 -11.1471
H -61.783120 0.222699 13.928070 0.2540 1.9469 5.0075
H -56.281003 1.911502 12.392800 -1.4336 0.3992 1.1927
H -57.256427 1.969788 13.995648 0.5663 -0.0465 0.3797
H -57.619169 3.121888 12.764575 -0.5400 -0.3426 -0.5956
```
Forces are in eV/Å.

Its SMILES is COC(=O)OC.COC(=O)OC.COC(=O)OC.COC(=O)OC.COC(=O)OC.COC(=O)OC.COC(=O)OC.COC(=O)OC. Its total energy is -2748.5341 Eh. For the energy above the lowest of the compared OMol25 structures with the same formula, charge and spin, the calculation gives 353.4 kcal per mole. The HOMO energy comes out at -10.19 eV.

These are the Löwdin partial charges, in e, on atoms 1 to 5:
1 C -0.031
2 O -0.045
3 C -0.477
4 O 0.030
5 O 0.001